DFT (the ωB97M-V functional and the def2-TZVPD basis) results for a molecular structure, C28H36CaN5OS3 in a non-equilibrium geometry.

Each line ends with the Mulliken charge.
CARTESIAN COORDINATES (ANGSTROEM)
Ca (0.8509, 0.4773, -0.4207)  1.658
S (2.2306, 3.1787, -0.3756)  0.037
S (-0.2928, 2.3424, 1.7482)  0.653
S (2.6298, 0.7614, 1.8930)  0.150
O (2.2043, 0.4017, -2.2840)  -0.395
N (-2.2828, 0.3646, -0.9927)  1.415
N (-0.5319, -1.0137, 0.6636)  -0.906
N (2.0210, -1.5910, -0.6413)  0.230
N (1.4795, -2.7641, -0.2921)  -0.202
N (-1.3010, 1.1115, -1.5746)  -0.804
C (3.3570, -1.7409, -0.5821)  -0.371
C (-1.4003, -4.8347, -1.1171)  -0.008
C (3.6216, 2.2223, 1.7716)  -1.042
C (-1.4766, 0.9248, -2.8912)  -0.458
C (-3.0784, -0.2440, -1.9255)  -0.247
C (-2.3995, -4.0706, -0.4688)  -1.403
C (-1.9923, -0.4356, 2.5576)  -0.413
C (0.7639, 2.3260, 3.2284)  -1.238
C (3.7014, -3.0414, -0.2184)  -1.317
C (3.0464, 3.5399, 1.2317)  -0.537
C (-5.0320, 1.8009, 2.7595)  -1.665
C (2.3939, 1.0837, -3.5598)  -0.442
C (0.0841, -3.0743, -0.3766)  0.330
C (-1.6236, -0.3473, 1.1966)  0.603
C (-3.5283, 1.1625, 0.9225)  -0.054
C (-2.4803, 0.4486, 0.4197)  -0.800
C (-3.0269, 0.3116, 3.0693)  -1.027
C (-0.1315, 3.9755, 1.0427)  -1.265
C (2.4488, -3.6481, -0.0526)  -0.128
C (-2.6101, 0.1339, -3.1594)  -1.181
C (-2.1352, -2.8631, 0.1841)  -0.442
C (3.8072, 0.8621, -4.0597)  -1.260
C (-0.1597, -4.2812, -1.0279)  -0.688
C (-1.6657, -6.2235, -1.7218)  -1.500
C (1.5353, 1.0582, 3.3184)  -0.535
C (-3.8129, 1.1296, 2.2951)  0.870
C (0.6973, 4.1521, -0.2614)  -0.645
C (-0.8550, -2.2903, 0.2296)  1.006
H (-3.2591, 0.1478, 4.0947)  0.493
H (-5.7890, 1.1114, 2.9840)  0.333
H (4.4251, 1.9284, 1.1285)  0.530
H (-0.8602, 1.5016, -3.5628)  0.529
H (-1.4524, -1.1447, 3.1754)  0.588
H (3.9083, -0.1828, -4.2348)  0.385
H (-4.8976, 2.3843, 3.6638)  0.384
H (4.6728, -3.4326, 0.0013)  0.444
H (3.9696, -0.8709, -0.7945)  0.439
H (0.2881, 4.7128, 1.7511)  0.453
H (3.9148, 1.4110, -4.9727)  0.422
H (2.3189, 3.9251, 1.9301)  -0.001
H (0.8900, 5.2128, -0.4292)  0.568
H (-4.1137, 1.8074, 0.2818)  0.326
H (4.4116, 1.2975, -3.2718)  0.250
H (0.1123, 2.3666, 4.1242)  0.553
H (3.8596, 4.2695, 1.0652)  0.525
H (-0.7484, -6.8078, -1.7542)  0.348
H (-2.4885, -6.7817, -1.2755)  0.366
H (-2.9926, -0.1784, -4.0851)  0.504
H (2.2763, 2.1342, -3.3381)  0.341
H (-2.0134, -6.1746, -2.7983)  0.292
H (0.9069, 0.2248, 3.2631)  0.120
H (0.1718, 3.8366, -1.1382)  0.303
H (-5.4800, 2.3927, 1.9831)  0.414
H (-3.9029, -0.8934, -1.5898)  0.462
H (4.1269, 2.3538, 2.7497)  0.478
H (-3.3725, -4.5027, -0.4572)  0.437
H (1.3457, 3.2283, 3.2871)  0.549
H (0.6637, -4.8128, -1.4652)  0.622
H (-1.1317, 4.2885, 0.7784)  0.533
H (2.0776, 0.8695, 4.2573)  0.576
H (2.2162, -0.5754, -2.4270)  0.134
H (1.6419, 0.7583, -4.3116)  0.321
H (-2.9979, -2.4247, 0.7039)  0.456
H (2.2456, -4.6859, 0.1551)  0.544

Values from the calculation:
net charge: +1
molar mass: 594.909 g mol⁻¹
highest occupied orbital energy: -0.346 Ha
DFT total energy: -90059.612 eV
orbital gap: 7.581 eV
energy relative to the best compared isomer or geometry (same formula, charge and spin): 0.0 kcal per mole
lowest unoccupied orbital energy: -1.8 eV
F_max: 0.046 Eh/bohr